14
Properties=species:S:1:pos:R:3:mulliken_charge:R:1 method="wB97M-V/def2-TZVPD" lumo_ev=0.42 relative_energy_ev=5.525 homo_energy_ha=-0.329 homo_lumo_gap_ev=9.37 energy_ha=-684.60405 total_charge=0 multiplicity=1
C -2.4270 -0.0844 -0.0489 -0.400
C -2.2998 0.7144 1.0635 -0.214
C 2.3484 0.1337 -1.1147 -0.913
C 2.1220 -0.8145 -0.0061 0.084
N 0.8770 -0.9660 0.7241 -0.564
O -3.4589 0.8044 1.7040 -0.275
S -4.1928 -0.1571 0.6104 -0.014
H -1.6716 -0.0573 -0.8173 0.466
H 1.6819 -0.2248 -2.0361 0.250
H 1.9587 1.1243 -0.9615 0.310
H 3.4399 0.1963 -1.3709 0.274
H -1.5455 1.0598 1.5967 0.488
H 2.9903 -1.2425 0.5414 0.325
H 0.1775 -0.4863 0.1154 0.183

***

36
Properties=species:S:1:pos:R:3:mulliken_charge:R:1 method="wB97M-V/def2-TZVPD" lumo_ev=0.63 relative_energy_ev=6.730 homo_energy_ha=-0.328 smiles="CC(C)C[C@H](NC(=O)[C@@H]1CCCN1)C(=O)O" homo_lumo_gap_ev=9.56 energy_ha=-766.17809 total_charge=0 multiplicity=1
C 1.4911 1.9807 1.5147 -0.867
C 2.1370 2.1733 0.1025 0.611
C 1.4897 3.2495 -0.7566 -1.175
C 2.4164 0.7656 -0.4190 -1.067
C 1.3009 -0.0744 -1.2122 -0.247
N 0.0156 -0.1659 -0.4708 0.271
C -0.0563 -0.7212 0.8214 -0.097
O 0.8751 -1.1387 1.5651 -0.677
C -1.5489 -0.8592 1.3407 -0.103
C -2.2614 -2.2269 1.4786 -0.967
C -2.6703 -2.2149 0.0894 0.013
C -3.3096 -0.9221 -0.1210 -0.829
N -2.4828 -0.0589 0.5728 -0.628
C 1.5488 -1.5382 -2.0183 0.389
O 0.7041 -2.3906 -2.3198 -0.587
O 2.7810 -1.4583 -2.6636 -0.417
H 1.8123 2.6265 2.3562 0.401
H 0.2978 2.2388 1.4332 0.143
H 1.3240 0.7752 1.8639 0.198
H 3.2796 2.2914 0.2825 0.221
H 0.4603 2.6499 -0.9244 0.199
H 1.1353 4.1719 -0.2952 0.384
H 2.4253 3.5093 -1.5419 0.259
H 2.8335 0.0170 0.3966 0.283
H 3.2814 0.5873 -1.0975 0.611
H 0.9693 0.4827 -2.1601 0.351
H -0.8167 0.1019 -0.8172 0.253
H -1.4245 -0.4034 2.3139 0.531
H -1.4444 -2.8856 1.7362 0.367
H -2.8799 -2.2781 2.2946 0.384
H -1.6066 -2.1897 -0.4841 -0.006
H -3.4113 -2.9947 -0.2427 0.390
H -3.7743 -0.4095 -1.1347 0.218
H -4.2565 -0.8379 0.3313 0.447
H -3.1668 0.4129 1.2885 0.406
H 2.5318 -2.2657 -3.1033 0.337

***

22
Properties=species:S:1:pos:R:3:mulliken_charge:R:1 method="wB97M-V/def2-TZVPD" lumo_ev="0.31 / 0.09" relative_energy_ev=2.366 homo_energy_ha="-0.135 / -0.276" homo_lumo_gap_ev="4.00 / 7.59" energy_ha=-362.99595 total_charge=0 multiplicity=2
N -0.4424 -0.5233 1.3144 -0.375
C 0.0301 -1.7326 0.5585 -0.778
C 1.5518 -1.7769 0.4931 -0.411
N 1.9004 -3.0819 -0.0684 -0.629
H -0.0207 -0.4681 2.2403 0.462
H -0.1575 0.3697 0.8057 -0.133
H -1.4612 -0.5015 1.4079 0.507
H -0.3109 -2.6318 1.0678 0.393
H -0.4532 -1.6679 -0.4177 0.382
H 1.9395 -0.9048 -0.0547 0.342
H 1.8938 -1.7540 1.5396 0.369
H 1.7368 -3.0618 -1.0727 0.240
H 2.9128 -3.1661 -0.0340 0.259
C -0.0934 1.6116 -0.8295 -0.212
C 0.3396 2.2487 0.3245 -0.874
C -2.3718 2.0419 -0.9261 -0.557
N -1.2178 1.9375 -1.5196 -0.553
H 0.5070 0.8248 -1.3151 0.400
H -0.3183 2.9987 0.7522 0.307
H 1.3563 2.1090 0.6747 0.332
H -3.2573 2.4376 -1.4109 0.311
H -2.4429 1.9100 0.1727 0.219

***

59
Properties=species:S:1:pos:R:3:mulliken_charge:R:1 method="wB97M-V/def2-TZVPD" lumo_ev="-7.02 / -7.02" relative_energy_ev=0.611 homo_energy_ha="-0.473 / -0.473" homo_lumo_gap_ev="5.86 / 5.86" energy_ha=-3904.38548 total_charge=+2 multiplicity=1
Rh -0.2298 -0.0055 -0.4784 0.172
C 0.8548 1.6491 3.2317 -1.487
C 0.9319 0.8100 1.9906 1.760
N 0.2447 1.2117 0.9638 0.113
N -0.3177 2.4866 0.9339 -0.410
C -1.4189 2.5637 0.2842 0.459
S -2.1497 1.1876 -0.5205 -0.167
S -2.3037 4.0416 0.0993 -0.078
C -1.3337 5.2727 1.0272 -1.144
C -1.4955 5.2335 2.5196 0.848
C -0.3994 4.9718 3.3316 -0.409
C -0.5315 4.9687 4.7139 -0.499
C -1.7655 5.2243 5.2916 -0.464
C -2.8630 5.4977 4.4850 -0.592
C -2.7271 5.5081 3.1066 -0.492
C 1.7584 -0.4070 2.0187 -0.141
C 2.3516 -0.7496 3.2507 -0.872
C 3.2367 -1.7921 3.3885 -1.105
C 3.5785 -2.5326 2.2646 -0.619
C 3.0113 -2.2312 1.0455 -0.826
C 2.0818 -1.1992 0.9018 1.510
O 1.5571 -0.9995 -0.3209 -0.692
H 0.2067 2.5030 3.0946 0.052
H 1.8509 1.9876 3.5188 0.471
H 0.4610 1.0425 4.0478 0.474
H -1.7357 6.1987 0.6112 0.523
H -0.2905 5.1917 0.7280 0.414
H 0.5694 4.8004 2.8761 0.402
H 0.3320 4.7831 5.3399 0.426
H -1.8707 5.2281 6.3682 0.404
H -3.8233 5.7153 4.9328 0.396
H -3.5853 5.7321 2.4832 0.388
H 2.1102 -0.1729 4.1299 0.347
H 3.6644 -2.0235 4.3529 0.422
H 4.2838 -3.3492 2.3430 0.427
H 3.2823 -2.8095 0.1701 0.278
N 1.9397 -2.4171 -2.5893 -0.127
C 0.7281 -2.0610 -3.3842 -0.453
P -0.6465 -2.7656 -2.3916 1.116
O -0.2316 -4.1444 -2.0407 -0.817
O -1.0722 -1.8039 -1.2999 -0.806
C -2.1338 -2.9747 -3.4593 -0.800
N -3.0493 -3.7769 -2.5693 -0.279
H 1.8634 -3.4031 -2.3061 0.413
H 1.9334 -1.8045 -1.6925 0.326
H 2.8037 -2.2769 -3.1106 0.401
H 0.7790 -2.5408 -4.3608 0.497
H 0.6891 -0.9803 -3.5039 0.001
H -1.9173 -3.5891 -4.3307 0.401
H -2.6373 -2.0555 -3.7485 0.373
H -3.2677 -3.2530 -1.7157 0.297
H -2.5535 -4.6313 -2.2792 0.360
H -3.9247 -4.0315 -3.0298 0.381
Cl 0.0881 3.6582 -4.3811 -0.046
C 1.4681 2.8077 -3.7001 0.831
Cl 2.2559 1.7876 -4.9134 -0.091
Cl 2.6101 3.9089 -2.9513 -0.046
C 0.9547 1.9056 -2.6544 -0.120
N 0.5743 1.2148 -1.8331 -0.101